[1]
{
  "formula": "C5H6CrO4S",
  "method": "ωB97M-V/def2-TZVPD",
  "elements": ["Cr", "S", "O", "O", "O", "O", "C", "C", "C", "C", "C", "H", "H", "H", "H", "H", "H"],
  "positions_angstrom": [[0.10301, -1.02724, 0.67992], [0.65891, -1.65057, 3.11152], [-1.84480, -1.18906, -1.68567], [-0.08737, 4.45040, -1.76020], [1.95772, -0.91751, -1.72425], [0.71215, -2.46412, 1.71941], [-1.18610, -1.22128, -0.71520], [-0.29727, -0.13807, 2.81829], [-0.61362, -2.55335, 4.04106], [-0.03721, 3.72477, -0.88349], [1.34599, -0.95837, -0.73974], [-1.27027, -0.25417, 3.30870], [-0.41602, -3.61504, 3.87662], [-0.42833, 0.23481, 1.75202], [-0.51760, -2.31856, 5.10671], [-1.59919, -2.27099, 3.67864], [0.28650, 0.61104, 3.37325]],
  "atomic_forces_ev_per_a": [[0.2, -1.5, 1.2], [0.3, -2.1, 0.9], [3.6, -0.6, 5.6], [0.1, -1.4, 1.8], [-2.7, -0.2, 4.7], [0.0, 1.3, 1.5], [-6.0, 1.0, -7.9], [-0.2, 0.5, 0.5], [0.2, 0.0, 0.0], [-0.1, 1.4, -1.8], [4.8, 0.3, -7.0], [0.0, 0.2, -0.5], [0.1, 0.1, 0.0], [-0.4, 1.0, 1.5], [0.1, 0.1, -0.2], [0.0, -0.1, -0.1], [-0.2, 0.2, -0.5]],
  "multiplicity": 5,
  "lumo_energy_ev": [-10.8185, -11.3156],
  "total_charge": 2,
  "s_squared": 6.0242
}

[2]
{
  "formula": "C5H6F2",
  "method": "ωB97M-V/def2-TZVPD",
  "elements": ["F", "F", "C", "C", "C", "C", "C", "H", "H", "H", "H", "H", "H"],
  "positions_angstrom": [[4.02902, -0.88426, 0.31076], [3.59909, 1.25934, -0.07793], [3.13844, 0.08767, 0.24009], [0.77201, -1.45430, -0.18085], [-0.00740, 1.11129, 0.40742], [1.78193, -0.47598, -0.58155], [0.36510, 0.00357, -0.60649], [0.16254, 2.09597, -0.06304], [0.50650, -2.34462, -0.86217], [-0.28427, 0.09550, -1.54430], [-1.13720, 1.05281, 0.75777], [0.71161, -1.67006, 0.88008], [0.73860, 1.21678, 1.26320]],
  "atomic_forces_ev_per_a": [[0.8, 0.7, 0.4], [0.8, 0.3, 0.0], [-6.0, -3.2, -3.4], [-0.7, -0.5, -0.4], [-0.7, 0.2, 0.9], [3.5, 2.4, 1.7], [-0.3, 0.0, 0.2], [-0.5, -0.4, -0.2], [0.5, 1.7, 1.0], [1.5, -0.3, 1.1], [2.4, 0.1, -0.5], [-0.1, -0.2, 0.0], [-1.2, -0.8, -0.7]],
  "lumo_energy_ev": [0.0669, -0.1915],
  "smiles": "C[C@@H]1CC1=C(F)F"
}

[3]
{
  "formula": "C5H6F3N2",
  "method": "ωB97M-V/def2-TZVPD",
  "elements": ["F", "F", "F", "N", "N", "C", "C", "C", "C", "C", "H", "H", "H", "H", "H", "H"],
  "positions_angstrom": [[1.19339, -1.49391, 2.06545], [1.72792, 0.10001, 0.75781], [0.40973, 0.43526, 2.46052], [-0.02050, 1.43560, -0.93319], [0.53244, -0.76034, -1.57238], [0.75060, -0.36640, 1.49976], [-0.47824, -0.70008, 0.57996], [0.69587, 0.56096, -1.54180], [-0.09403, -1.39449, -0.68324], [-1.12354, 0.76023, -0.08730], [1.55661, 0.91068, -1.95961], [-0.40356, -2.45868, -0.85598], [0.00348, 2.44114, -0.92465], [-1.26151, -1.22839, 1.17698], [-1.93756, 0.33058, -0.70641], [-1.55110, 1.42782, 0.72408]],
  "atomic_forces_ev_per_a": [[0.1, -0.3, 0.0], [1.2, 1.0, -0.1], [-0.1, 1.3, 0.6], [-3.8, -2.5, 1.9], [-0.6, -0.1, -1.4], [-1.5, -2.5, -0.7], [-0.8, 2.9, 0.0], [0.6, 0.5, 0.9], [-0.7, -1.6, 1.0], [0.5, -1.6, 1.6], [2.3, 0.9, -1.6], [0.5, 1.0, 0.1], [0.6, 0.2, -0.5], [0.6, 0.6, -0.6], [0.4, 0.9, 0.0], [0.9, -0.7, -1.1]],
  "lumo_energy_ev": -5.8246,
  "total_charge": 1,
  "smiles": "FC(F)(F)[C@@H]1C=NC=[NH+]C1"
}

[4]
{
  "formula": "C5H6F3N2",
  "method": "ωB97M-V/def2-TZVPD",
  "elements": ["F", "F", "F", "N", "N", "C", "C", "C", "C", "C", "H", "H", "H", "H", "H", "H"],
  "positions_angstrom": [[-0.06802, 4.41707, 1.52361], [2.02183, 3.50335, 1.51532], [0.73355, 3.66156, 3.32856], [0.30699, 2.27293, 1.44528], [-0.10676, -0.11395, -0.01834], [-0.12102, 1.23242, 1.99831], [-0.02671, -0.97160, -1.16348], [0.71332, 3.52252, 2.03902], [0.72597, 0.34859, -1.05389], [-0.43520, 0.02217, 1.20548], [-0.33618, 0.94946, 3.06587], [-0.85967, -0.84371, -1.84535], [-1.14544, -0.48513, 1.75322], [1.86606, 0.36242, -0.99594], [0.26991, 1.30239, -1.49011], [0.49159, -1.86931, -1.04936]],
  "atomic_forces_ev_per_a": [[0.1, 1.3, -0.5], [-1.4, 1.4, 1.3], [0.3, -0.3, 0.7], [-0.8, -0.8, 0.0], [0.1, -1.1, 2.4], [0.5, -0.5, 1.3], [-0.9, 2.6, -1.2], [1.6, -2.1, -1.9], [1.3, 1.8, -1.2], [0.7, 2.8, -1.8], [0.5, 1.2, -0.5], [-0.2, -0.8, 0.2], [-1.4, -2.5, 0.3], [-1.8, 0.0, 0.5], [0.8, -1.6, 0.2], [0.6, -1.3, 0.2]],
  "lumo_energy_ev": -6.1293,
  "total_charge": 1,
  "smiles": "FC(F)(F)/N=C/C=[N+]1CC1"
}

[5]
{
  "formula": "C5H6F3NO",
  "method": "ωB97M-V/def2-TZVPD",
  "elements": ["F", "F", "F", "O", "N", "C", "C", "C", "C", "C", "H", "H", "H", "H", "H", "H"],
  "positions_angstrom": [[1.78922, 1.07425, -0.35276], [2.64961, -0.81328, -0.81041], [2.00970, -0.33547, 1.27346], [-0.14371, -0.10971, -1.46959], [-1.24357, 1.58268, 0.36941], [-0.01078, -2.00699, 0.17195], [-0.53517, 1.03569, 1.15607], [-1.86498, 1.89808, -0.65733], [0.33386, -0.69636, -0.52285], [1.73073, -0.17497, -0.01229], [-0.94728, -2.59175, -0.29491], [-2.72651, 1.48126, -0.95091], [-0.40890, 1.31358, 2.18615], [-1.48651, 2.75932, -1.34149], [0.86163, -2.64837, -0.03531], [-0.00735, -1.76796, 1.29081]],
  "atomic_forces_ev_per_a": [[0.9, 2.0, 0.2], [0.2, -0.2, 1.0], [0.5, -0.3, 0.0], [0.1, -1.2, 0.5], [-0.5, 0.2, 0.0], [-1.4, -0.6, -0.5], [1.3, -1.1, 1.2], [2.6, 4.1, -2.2], [0.2, 0.1, 0.6], [-1.3, -0.9, -2.1], [1.9, 1.7, 1.4], [-3.1, -1.7, -0.6], [-0.3, 0.2, 0.4], [-0.4, -1.7, 1.4], [-0.2, 0.0, 0.2], [-0.5, -0.8, -1.6]],
  "lumo_energy_ev": 0.8737
}

[6]
{
  "formula": "C5H6F3NO",
  "method": "ωB97M-V/def2-TZVPD",
  "elements": ["F", "F", "F", "O", "N", "C", "C", "C", "C", "C", "H", "H", "H", "H", "H", "H"],
  "positions_angstrom": [[-1.84540, 0.88122, -2.01687], [-2.90999, 1.85004, -0.39117], [-0.75209, 1.97218, -0.44327], [1.24701, 0.35155, 0.86636], [0.78332, -1.11385, -0.70336], [1.53149, -0.12830, -1.26194], [-0.15317, -1.53658, 1.54505], [0.59809, -0.75772, 0.54907], [-1.84908, 1.22494, -0.73569], [1.84168, 0.79173, -0.27292], [-1.77341, 0.23090, -0.04800], [-0.31703, -0.93215, 2.42809], [0.40288, -2.46057, 1.80672], [-1.16600, -1.83144, 1.23047], [2.13495, -0.31348, -2.20654], [2.22675, 1.77154, -0.34602]],
  "atomic_forces_ev_per_a": [[-0.1, 0.5, -0.2], [-1.9, 1.6, 0.0], [-0.7, 0.1, -0.6], [-0.2, 1.3, 0.6], [-0.9, -0.4, 0.9], [2.6, 0.5, 0.1], [-0.3, -0.5, 0.8], [0.1, -1.2, -2.1], [2.6, -4.3, 2.5], [-0.7, -1.7, -1.7], [-0.1, 2.1, -1.8], [0.2, 0.0, 0.4], [-0.4, 0.5, 0.0], [0.5, 0.1, -0.4], [-1.5, 0.7, 1.0], [0.6, 0.6, 0.5]],
  "lumo_energy_ev": 0.8891,
  "smiles": "Cc1ncco1.FC(F)F"
}

[7]
{
  "formula": "C5H6F7GaN",
  "method": "ωB97M-V/def2-TZVPD",
  "elements": ["Ga", "F", "F", "F", "F", "F", "F", "F", "N", "C", "C", "C", "C", "C", "H", "H", "H", "H", "H", "H"],
  "positions_angstrom": [[-0.32037, -1.47036, -0.13789], [4.30007, -0.48098, 0.76482], [4.28103, -1.66909, -1.03867], [2.87507, -2.08399, 0.55008], [2.31670, -0.45255, -2.05187], [3.17793, 1.08542, -0.79124], [1.49025, 0.47142, 1.21024], [0.60262, 1.16820, -0.68134], [-3.83012, -0.43205, 0.83088], [1.14882, 0.04228, -0.06536], [2.50047, -0.10223, -0.76895], [3.49415, -1.10758, -0.10284], [-4.02368, 2.14475, 0.53535], [-3.95426, 0.70305, 0.73186], [-1.01705, -1.33570, -1.57254], [0.33617, -2.91855, 0.06783], [-3.01838, 2.54004, 0.39676], [-4.47804, 2.62284, 1.40188], [-1.26290, -1.09609, 1.06899], [-4.61848, 2.37115, -0.34797]],
  "atomic_forces_ev_per_a": [[0.0, -0.3, 0.0], [0.0, 0.0, 0.0], [0.0, 0.0, 0.0], [0.0, 0.0, 0.0], [-0.1, -0.3, -0.2], [0.0, 0.1, -0.1], [0.0, -0.1, 0.2], [0.0, 0.1, 0.1], [-0.4, -0.1, 0.1], [-0.1, -0.1, -0.3], [0.3, 0.2, 0.4], [-0.1, 0.0, 0.0], [0.0, 0.1, 0.1], [0.2, 0.0, -0.2], [0.1, 0.1, 0.0], [0.1, 0.1, -0.1], [0.0, 0.0, 0.0], [0.0, 0.0, 0.0], [0.1, 0.1, 0.1], [0.0, 0.0, 0.0]],
  "lumo_energy_ev": 3.0865,
  "total_charge": -1
}

[8]
{
  "formula": "C5H6FN",
  "method": "ωB97M-V/def2-TZVPD",
  "elements": ["F", "N", "C", "C", "C", "C", "C", "H", "H", "H", "H", "H", "H"],
  "positions_angstrom": [[2.34539, -1.14781, -1.38800], [1.87664, -2.00731, 2.10130], [1.28327, -1.34775, 1.35948], [-0.95539, -0.52978, 0.62243], [1.21032, -0.43019, -1.12063], [1.24485, 0.72341, -0.15047], [0.60749, -0.55912, 0.40715], [-1.30099, -1.51652, 0.94121], [0.66093, 1.57711, -0.11230], [-1.20442, 0.27716, 1.27855], [0.51276, -0.63483, -2.04339], [2.16296, 0.85597, 0.20528], [-1.26614, -0.23032, -0.45239]],
  "atomic_forces_ev_per_a": [[0.0, 0.8, 0.6], [-0.6, 0.4, -0.4], [1.6, -0.9, 0.7], [1.8, 0.2, -3.2], [-2.5, -1.3, 0.1], [-1.9, -3.3, -1.0], [-1.2, 0.8, -2.0], [-0.2, 0.4, -0.2], [-1.2, 1.5, -0.7], [-0.3, 0.2, 0.6], [1.0, 1.0, 2.2], [3.8, 0.7, 1.4], [-0.4, -0.7, 1.9]],
  "lumo_energy_ev": 0.8345,
  "smiles": "C[C@]1(C#N)C[C@H]1F"
}

[9]
{
  "formula": "C5H6FN",
  "method": "ωB97M-V/def2-TZVPD",
  "elements": ["F", "N", "C", "C", "C", "C", "C", "H", "H", "H", "H", "H", "H"],
  "positions_angstrom": [[2.41634, 1.77513, -0.43165], [3.50266, -1.14987, 0.83651], [2.25173, 0.48545, -0.65680], [-1.02335, 0.16346, -0.15698], [-2.43678, -0.23395, 0.15200], [3.04906, -0.40527, 0.04886], [-0.02031, -0.13974, 0.62582], [-2.52807, -0.79868, 1.14965], [-3.08597, 0.60487, 0.33303], [0.01152, -0.41138, 1.71848], [-2.97171, -0.74823, -0.73467], [1.85646, 0.36600, -1.70768], [-1.02157, 0.49221, -1.17657]],
  "atomic_forces_ev_per_a": [[0.3, 0.8, 0.5], [-0.4, 1.2, -1.6], [-1.9, 0.1, -1.9], [-0.8, -1.2, 0.0], [-1.5, -1.4, 1.0], [0.6, -1.8, 2.2], [0.7, 0.7, 0.5], [0.2, 0.3, -1.7], [-0.1, 0.9, -0.1], [0.3, 0.1, -1.5], [1.2, 0.3, 1.5], [0.5, -0.6, 1.5], [1.0, 0.5, -0.4]],
  "lumo_energy_ev": [-0.3612, -0.8677]
}

[10]
{
  "formula": "C5H6FNO",
  "method": "ωB97M-V/def2-TZVPD",
  "elements": ["F", "O", "N", "C", "C", "C", "C", "C", "H", "H", "H", "H", "H", "H"],
  "positions_angstrom": [[-2.17900, -0.28264, -0.05260], [1.23586, 0.52779, 0.26780], [-0.15702, -0.08803, -2.81774], [-0.21043, -0.88571, 1.72372], [-0.98174, 0.22456, -0.30321], [2.30431, 0.54201, 1.26188], [0.16329, -0.06679, 0.69157], [-0.44854, -0.05058, -1.69126], [-1.30515, -1.30245, 1.45275], [-0.90423, 1.32009, -0.37483], [2.49757, -0.62307, 1.58459], [3.24890, 0.96309, 0.61948], [1.93046, 1.23970, 2.17645], [0.39434, -1.24060, 2.50049]],
  "atomic_forces_ev_per_a": [[-0.7, -0.2, 0.0], [2.1, 0.8, 1.1], [-0.3, -0.1, 2.0], [-2.2, 0.7, -3.5], [3.7, 1.5, -1.5], [1.1, -0.4, -0.2], [-4.0, -2.8, 1.3], [-0.7, -0.4, -1.7], [2.9, 0.8, 1.6], [-1.2, 0.1, 0.5], [-0.3, 3.1, -0.6], [-2.3, -1.0, 2.1], [1.3, -1.8, -2.1], [0.6, -0.4, 1.0]],
  "lumo_energy_ev": 0.6085,
  "smiles": "C=C(OC)[C@H](F)C#N"
}

[11]
{
  "formula": "C5H6IN",
  "method": "ωB97M-V/def2-TZVPD",
  "elements": ["I", "N", "C", "C", "C", "C", "C", "H", "H", "H", "H", "H", "H"],
  "positions_angstrom": [[-3.90907, -0.36527, 0.07699], [-3.09883, 3.87519, 0.65065], [-0.40959, -1.47866, -0.35024], [0.26307, 0.91099, -0.24478], [-2.10164, 0.34210, -0.02569], [-2.58303, 2.96536, 0.20182], [-0.88274, 0.02611, -0.21655], [-0.36876, -1.84798, -1.29685], [1.11220, 0.48980, -0.82108], [-0.91800, -2.17931, 0.31894], [0.69101, 1.03146, 0.79037], [0.74613, -1.34769, 0.04655], [-0.09106, 1.93675, -0.50085]],
  "atomic_forces_ev_per_a": [[-1.0, -0.2, 0.1], [-1.1, 2.1, 0.9], [2.4, 2.1, 4.5], [1.4, 2.4, 0.8], [-1.2, 1.6, 0.0], [1.7, -4.2, -1.0], [1.4, -2.1, -0.3], [-0.1, -0.7, -2.9], [-0.8, 0.6, -0.1], [-0.1, 0.3, -0.2], [-0.5, -0.3, -0.7], [-2.9, -0.9, -1.0], [0.7, -0.7, -0.2]],
  "lumo_energy_ev": [-2.1766, -2.1769]
}

[12]
{
  "formula": "C5H6IN3",
  "method": "ωB97M-V/def2-TZVPD",
  "elements": ["I", "N", "N", "N", "C", "C", "C", "C", "C", "H", "H", "H", "H", "H", "H"],
  "positions_angstrom": [[-0.06128, 3.92213, 1.84552], [0.54049, -1.83272, -1.93982], [-0.23741, 1.39788, 1.38550], [-0.05869, -2.18361, -0.83518], [0.39051, -0.05634, -0.54990], [0.94118, -0.59614, -1.81454], [-0.60642, 0.61869, 2.21664], [0.41014, 1.30178, 0.09455], [-0.24147, -1.10783, -0.00426], [1.36605, -0.17393, -2.62038], [-0.91281, -1.07508, 0.87800], [1.57839, 1.54444, 0.20482], [-0.21458, 2.00712, -0.54201], [-0.54474, -3.12083, -0.77628], [-1.08072, 1.03053, 3.13732]],
  "atomic_forces_ev_per_a": [[-0.1, 0.0, 0.0], [1.3, -0.8, -1.2], [1.2, 0.4, -0.8], [-2.2, -1.2, 1.3], [0.5, -0.1, -0.9], [-2.8, -0.4, 3.8], [-1.1, 0.6, 1.8], [1.7, 0.7, -1.7], [-1.2, -1.2, 0.8], [1.7, 1.7, -2.3], [0.9, -0.6, -0.8], [-2.9, 0.3, -0.1], [1.5, -0.4, 0.6], [1.0, 1.9, -0.1], [0.3, -0.8, -0.3]],
  "lumo_energy_ev": [-1.6177, -1.1136]
}

Number 1: E -52706.79779 eV. Number 2: E -10712.27515 eV. Number 3: E -16406.67419 eV. Number 4: E -16404.77418 eV. Number 5: E -16968.81168 eV. Number 6: E -16971.49554 eV. Number 7: E -78171.04593 eV. Number 8: E -9487.51166 eV. Number 9: E -9484.14645 eV. Number 10: E -11533.90552 eV. Number 11: E -14866.95340 eV. Number 12: E -17849.10610 eV.